Density functional theory data (the ωB97M-V functional and the def2-TZVPD basis) for C26H27BCl3NO2 in the gas phase.

Last columns: bonded neighbours and bond lengths (Å).
Cartesian coordinates (Å):
1 Cl -5.09 0.42 0.77  B2 1.835
2 B -3.54 -0.29 0.09  Cl1 1.835, Cl3 1.879, Cl4 1.924, O5 1.417
3 Cl -3.45 -2.15 0.30  B2 1.879
4 Cl -3.50 0.05 -1.81  B2 1.924
5 O -2.40 0.27 0.72  B2 1.417, C6 1.386
6 C -1.29 0.83 0.09  O5 1.386, C7 1.586, H13 1.118, C25 1.522
7 C -1.54 2.39 0.10  C6 1.586, C8 1.410, C12 1.403
8 C -1.13 3.18 -0.99  C7 1.410, C9 1.400, H14 1.092
9 C -1.35 4.56 -1.04  C8 1.400, C10 1.397, H15 1.093
10 C -2.11 5.19 -0.05  C9 1.397, C11 1.397, H16 1.099
11 C -2.68 4.39 0.95  C10 1.397, C12 1.400, H17 1.090
12 C -2.44 3.01 0.99  C7 1.403, C11 1.400, H18 1.093
13 H -1.38 0.62 -1.01  C6 1.118
14 H -0.63 2.69 -1.84  C8 1.092
15 H -0.96 5.15 -1.87  C9 1.093
16 H -2.30 6.27 -0.08  C10 1.099
17 H -3.36 4.84 1.67  C11 1.090
18 H -3.01 2.40 1.69  C12 1.093
19 C 4.41 2.45 -3.38  O20 1.426, H40 1.078, H41 1.105, H42 1.103
20 O 3.74 3.04 -2.27  C19 1.426, C21 1.365
21 C 3.07 2.23 -1.41  O20 1.365, C22 1.413, C39 1.417
22 C 2.30 2.88 -0.41  C21 1.413, C23 1.381, H43 1.090
23 C 1.39 2.14 0.32  C22 1.381, C24 1.405, H44 1.083
24 C 1.18 0.77 0.08  C23 1.405, C25 1.517, C38 1.402
25 C -0.06 0.18 0.71  C6 1.522, C24 1.517, C26 1.559, H45 1.107
26 C -0.08 -1.38 0.72  C25 1.559, N27 1.327, C32 1.459
27 N -0.18 -2.04 1.87  C26 1.327, C28 1.477, C31 1.477
28 C 0.11 -1.47 3.20  N27 1.477, C29 1.534, H46 1.107, H47 1.098
29 C -0.01 -2.64 4.18  C28 1.534, C30 1.526, H48 1.089, H49 1.099
30 C -0.77 -3.74 3.45  C29 1.526, C31 1.535, H50 1.097, H51 1.097
31 C -0.65 -3.44 1.95  N27 1.477, C30 1.535, H52 1.097, H53 1.094
32 C 0.07 -2.18 -0.49  C26 1.459, C33 1.406, C37 1.430
33 C -0.63 -1.86 -1.66  C32 1.406, C34 1.389, H54 1.083
34 C -0.44 -2.55 -2.85  C33 1.389, C35 1.395, H55 1.092
35 C 0.37 -3.69 -2.89  C34 1.395, C36 1.404, H56 1.091
36 C 1.04 -4.08 -1.72  C35 1.404, C37 1.398, H57 1.095
37 C 0.92 -3.33 -0.55  C32 1.430, C36 1.398, H58 1.093
38 C 2.12 0.10 -0.71  C24 1.402, C39 1.390, H59 1.089
39 C 3.03 0.81 -1.48  C21 1.417, C38 1.390, H60 1.103
40 H 4.81 3.30 -3.92  C19 1.078
41 H 5.23 1.79 -3.04  C19 1.105
42 H 3.73 1.88 -4.02  C19 1.103
43 H 2.35 3.96 -0.28  C22 1.090
44 H 0.76 2.63 1.05  C23 1.083
45 H 0.00 0.46 1.78  C25 1.107
46 H 1.12 -1.01 3.23  C28 1.107
47 H -0.63 -0.70 3.43  C28 1.098
48 H 0.97 -2.99 4.49  C29 1.089
49 H -0.54 -2.31 5.08  C29 1.099
50 H -0.38 -4.74 3.69  C30 1.097
51 H -1.83 -3.73 3.73  C30 1.097
52 H -1.61 -3.55 1.44  C31 1.097
53 H 0.06 -4.15 1.51  C31 1.094
54 H -1.40 -1.10 -1.62  C33 1.083
55 H -0.95 -2.20 -3.75  C34 1.092
56 H 0.49 -4.26 -3.81  C35 1.091
57 H 1.66 -4.98 -1.72  C36 1.095
58 H 1.52 -3.63 0.32  C37 1.093
59 H 2.14 -0.99 -0.77  C38 1.089
60 H 3.72 0.30 -2.17  C39 1.103

Properties
LUMO energy (eV): -1.36
Spin multiplicity: 1
Energy above the lowest of the compared OMol25 structures with the same formula, charge and spin (kJ/mol): 0.00
Kohn-Sham gap (eV): 7.186
Total energy (eV): -71231.6193